--- i ---
Molecular formula: C2H4O4
Method: DFT, the ωB97M-V functional and the def2-TZVPD basis

Structure (ORCA input):
```
! RIJCOSX wB97M-V def2-TZVPD def2/J DEFGRID3
* xyz 0 1
O 0.72003 -0.21772 -1.86697
C 0.35359 0.49996 -0.95239
C 0.13913 -0.14399 0.40594
O 0.59105 0.51059 1.49970
O -1.37779 0.25033 0.09299
O 0.40968 -1.45048 0.39990
H 0.31142 1.59536 -0.99741
H -0.07298 1.15083 1.81002
H -1.88779 -0.57174 0.09121
H 0.81366 -1.62314 -0.48300
*
```

Computed properties:
E_LUMO: 0.60 eV
Gap between HOMO and LUMO: 0.3935 Eh
SMILES: O=CC(O)(O)O

---

--- ii ---
Molecular formula: C2H4O4
Method: DFT, the ωB97M-V functional and the def2-TZVPD basis

Structure (ORCA input):
```
! RIJCOSX wB97M-V def2-TZVPD def2/J DEFGRID3
* xyz 0 1
O -1.46167 -2.65759 1.25859
C -0.99780 -1.53314 0.99213
O -1.48454 -0.68688 0.12106
H -0.41173 -1.12392 1.93081
H -1.85442 -1.17267 -0.69324
O 0.99886 0.12461 -0.31178
C 0.85499 1.24985 -0.64435
O 1.87015 1.96604 -1.34956
H -0.08455 1.74771 -0.55639
H 2.57071 2.08599 -0.74725
*
```

Computed properties:
E_LUMO: 0.63 eV
Gap between HOMO and LUMO: 0.4038 Eh
SMILES: O=CO.O=CO

---

Winner for stability: i

---

--- i ---
Molecular formula: C2H10NS
Method: DFT, the ωB97M-V functional and the def2-TZVPD basis

Structure (ORCA input):
```
! RIJCOSX wB97M-V def2-TZVPD def2/J DEFGRID3
* xyz 0 2
N 2.18981 0.87653 1.05405
H 1.44995 1.14602 1.76162
H 2.22730 1.48842 0.20443
H 1.94194 -0.08992 0.76823
H 3.11523 0.89848 1.53880
C -1.53916 0.38002 -1.13690
C -1.35144 -0.70300 -0.08834
S 0.28065 -1.56436 -0.11765
H -0.84765 1.19877 -0.99047
H -1.41710 0.03211 -2.16119
H -2.54292 0.77606 -1.00941
H -2.13409 -1.44771 -0.16685
H -1.26200 -0.21299 0.87795
H -0.11051 -2.77843 -0.53428
*
```

Computed properties:
E_LUMO (alpha / beta): 0.74 / 0.52 eV
Gap between HOMO and LUMO (alpha / beta): 0.1720 / 0.3647 Eh

---

--- ii ---
Molecular formula: C2H10NS
Method: DFT, the ωB97M-V functional and the def2-TZVPD basis

Structure (ORCA input):
```
! RIJCOSX wB97M-V def2-TZVPD def2/J DEFGRID3
* xyz 0 2
N 1.15616 -1.58073 0.18396
H 1.18604 -1.57239 -0.84624
H 0.24345 -1.89173 0.49586
H 1.95511 -2.12909 0.53997
H 1.32972 -0.55909 0.31808
C -0.72189 0.79805 0.98777
C -0.36245 1.07389 -0.43510
S -0.83986 -0.12959 -1.72335
H -0.72193 -0.28173 1.22882
H -1.83647 1.08038 1.03766
H -0.13788 1.43704 1.75180
H -0.40668 2.08745 -0.68273
H 0.83946 0.99813 -0.48794
H -1.68278 0.66939 -2.36857
*
```

Computed properties:
E_LUMO (alpha / beta): 0.76 / 0.58 eV
Gap between HOMO and LUMO (alpha / beta): 0.1686 / 0.3707 Eh

---

Winner for stability: i

---

--- i ---
Molecular formula: C3H7INO
Method: DFT, the ωB97M-V functional and the def2-TZVPD basis

Structure (ORCA input):
```
! RIJCOSX wB97M-V def2-TZVPD def2/J DEFGRID3
* xyz -1 1
I -1.84029 -2.76365 5.05115
C 1.79961 1.27356 -0.67261
C 0.65897 0.45664 0.03386
O 0.73670 0.14629 1.26407
N -0.40742 0.11578 -0.70954
C -1.46674 -0.82635 -0.27303
H 1.85004 2.31380 -0.35098
H 1.52810 1.29073 -1.72811
H 2.77033 0.78573 -0.58415
H -0.44023 0.49958 -1.64320
H -2.41559 -0.56678 -0.74251
H -1.60796 -0.86679 0.80703
H -1.16548 -1.85849 -0.45202
*
```

Computed properties:
E_LUMO: 2.72 eV
Gap between HOMO and LUMO: 0.2104 Eh

---

--- ii ---
Molecular formula: C3H7INO
Method: DFT, the ωB97M-V functional and the def2-TZVPD basis

Structure (ORCA input):
```
! RIJCOSX wB97M-V def2-TZVPD def2/J DEFGRID3
* xyz -1 1
I 2.21155 -1.87354 -0.58011
C 1.08633 0.45889 1.40758
C -0.13733 0.67357 0.54429
O -0.86437 1.62567 0.81323
N -0.38584 -0.20953 -0.44941
C -1.54363 -0.26903 -1.34784
H 1.98013 0.34572 0.79405
H 1.21580 -0.37447 2.09812
H 1.40038 1.23983 2.10013
H 0.40859 -0.81070 -0.61544
H -1.24185 0.09669 -2.32930
H -2.29022 0.40206 -0.92318
H -1.83956 -1.30515 -1.51212
*
```

Computed properties:
E_LUMO: 3.75 eV
Gap between HOMO and LUMO: 0.2801 Eh

---

Winner for stability: ii

---

--- i ---
Molecular formula: CH3I3Si
Method: DFT, the ωB97M-V functional and the def2-TZVPD basis

Structure (ORCA input):
```
! RIJCOSX wB97M-V def2-TZVPD def2/J DEFGRID3
* xyz 0 1
C -0.24058 -0.07602 -1.23820
Si 0.14886 -0.44844 1.05932
I 0.26442 1.88232 -1.97333
I -1.91534 0.20664 2.30408
I 1.95588 1.20341 1.54435
H 0.29942 -0.82344 -1.99709
H -1.28509 -0.30974 -1.28479
H 0.77243 -1.63471 1.58566
*
```

Computed properties:
E_LUMO: -0.55 eV
Gap between HOMO and LUMO: 0.3196 Eh

---

--- ii ---
Molecular formula: CH3I3Si
Method: DFT, the ωB97M-V functional and the def2-TZVPD basis

Structure (ORCA input):
```
! RIJCOSX wB97M-V def2-TZVPD def2/J DEFGRID3
* xyz 0 1
C -0.78003 0.34555 2.01546
Si 0.99283 -0.14441 -0.68589
I -1.69009 -1.48371 1.51241
I -1.46122 1.97401 0.69698
I -0.71233 -0.84136 -2.34478
H 2.11725 -1.00831 -0.78884
H 0.55123 -0.08638 0.68324
H 0.98237 1.24459 -1.08859
*
```

Computed properties:
E_LUMO: -1.80 eV
Gap between HOMO and LUMO: 0.2667 Eh

---

Winner for stability: i

---

--- i ---
Molecular formula: C3H3ClNO2
Method: DFT, the ωB97M-V functional and the def2-TZVPD basis

Structure (ORCA input):
```
! RIJCOSX wB97M-V def2-TZVPD def2/J DEFGRID3
* xyz -1 1
C 0.28664 0.03382 0.18304
C -1.59508 -2.00392 0.94433
C -0.93833 0.09747 0.87817
N 0.51607 0.30597 -1.05882
O -0.58175 -2.63612 0.90246
O -2.77574 -2.00400 0.97904
Cl -0.68136 0.24790 2.66773
H 0.96833 -0.62003 0.72328
H -1.84778 0.56336 0.69553
H 1.48077 0.10742 -1.39738
*
```

Computed properties:
E_LUMO: 3.84 eV
Gap between HOMO and LUMO: 0.2579 Eh

---

--- ii ---
Molecular formula: C3H3ClNO2
Method: DFT, the ωB97M-V functional and the def2-TZVPD basis

Structure (ORCA input):
```
! RIJCOSX wB97M-V def2-TZVPD def2/J DEFGRID3
* xyz -1 1
C -0.11113 0.03099 0.30551
C 0.00063 -1.24505 0.76168
C -0.58638 1.19513 0.35981
N -0.42687 -0.57490 2.96977
O -0.52863 -1.00779 4.13227
O -0.11659 -1.57053 2.08223
Cl 0.54204 -0.05723 -2.54718
H 0.17475 0.09563 -1.11338
H 0.26132 -2.10679 0.17263
H -0.32163 2.21818 0.28821
*
```

Computed properties:
E_LUMO (alpha / beta): 4.03 / 4.03 eV
Gap between HOMO and LUMO (alpha / beta): 0.2475 / 0.2477 Eh

---

Winner for stability: i

---

--- i ---
Molecular formula: C10H17NO4
Method: DFT, the ωB97M-V functional and the def2-TZVPD basis

Structure (ORCA input):
```
! RIJCOSX wB97M-V def2-TZVPD def2/J DEFGRID3
* xyz 0 1
N -0.13673 0.05394 1.57784
O -1.07503 -0.05540 0.79388
O 1.05601 0.21434 1.26019
C 3.78180 -0.30090 6.40776
C 2.31550 -0.18466 6.20842
C 1.55751 0.63313 6.94716
C 0.08358 0.79207 6.80244
C -0.59172 -0.25990 5.92525
C 0.24292 -0.52434 4.69221
C 1.68206 -0.90586 5.03682
O 2.48668 -0.67827 3.90391
C -2.05385 0.19470 5.53080
C -2.73728 -0.99878 4.79452
C -2.84506 0.26892 6.89363
O -2.12691 1.31573 4.86819
H 4.21964 -1.01020 5.70562
H 4.26677 0.67216 6.28517
H 4.01114 -0.59140 7.43820
H 2.02111 1.26845 7.69846
H -0.39518 0.80035 7.79184
H -0.16149 1.75453 6.33094
H -0.66930 -1.20715 6.46937
H -0.19117 -1.33584 4.08036
H 0.18966 0.38110 4.06808
H 1.64800 -1.97389 5.36220
H 1.92470 -0.44259 3.11528
H -2.63214 -1.95367 5.32430
H -3.80472 -0.78147 4.70520
H -2.34590 -1.07278 3.77837
H -2.76582 -0.65070 7.48818
H -2.49620 1.12668 7.47240
H -3.90002 0.44610 6.66752
*
```

Computed properties:
E_LUMO (alpha / beta): -1.90 / -3.07 eV
Gap between HOMO and LUMO (alpha / beta): 0.2513 / 0.2090 Eh

---

--- ii ---
Molecular formula: C10H17NO4
Method: DFT, the ωB97M-V functional and the def2-TZVPD basis

Structure (ORCA input):
```
! RIJCOSX wB97M-V def2-TZVPD def2/J DEFGRID3
* xyz 0 1
O 0.07444 0.10628 -3.08576
C -0.18256 1.42508 -2.68656
C -1.66821 1.79352 -2.62881
C -2.29181 2.06517 -1.47613
C -1.64030 2.09476 -0.17397
C -0.31464 2.18340 -0.18316
C 0.56801 1.86957 -1.42637
H 0.43811 -0.43452 -2.26010
H 0.44909 2.00040 -3.47027
H -2.11605 1.86832 -3.53291
H -3.41229 2.20253 -1.49412
H -2.25189 2.54321 0.64986
H 0.19386 2.46324 0.70670
H 1.27539 2.68673 -1.63359
H 1.05816 0.93450 -1.10363
C 1.33780 -3.62999 1.82923
O 0.38480 -2.62776 2.13089
C 0.40874 -1.65283 1.16722
C -0.85992 -0.88137 1.24900
N -1.63935 -0.55500 0.31180
O -1.21663 -0.90094 -0.96198
O 1.59265 -0.81475 1.20869
C 1.75855 -0.09652 2.41993
H 1.04910 -4.53975 2.34237
H 2.30844 -3.35775 2.24402
H 1.42118 -3.84162 0.76917
H 0.71483 -2.03903 0.06864
H -1.18266 -0.55957 2.28700
H -1.79152 -0.44659 -1.58422
H 1.80390 -0.76845 3.41400
H 0.97322 0.66520 2.52737
H 2.75756 0.24452 2.37569
*
```

Computed properties:
E_LUMO: 0.78 eV
Gap between HOMO and LUMO: 0.3405 Eh
SMILES: O[C@H]1C=CC=CC1.COC(/C=N\O)OC

---

Winner for stability: ii